No. 1
This record from OMol25 describes a single C6H10 molecule. The level of theory is the ωB97M-V functional and the def2-TZVPD basis.

Each line ends with the Mulliken charge.
Element x y z (Å)
1 C -1.093 0.381 -1.650  -1.451
2 C -0.332 0.473 -0.313  0.405
3 C 1.298 0.368 -0.189  -0.756
4 C 1.483 -0.196 1.207  -0.282
5 C 0.333 -0.661 1.689  -0.429
6 C -0.824 -0.517 0.739  -0.750
7 H -2.184 0.391 -1.476  0.333
8 H -0.859 -0.543 -2.186  0.355
9 H -0.893 1.227 -2.320  0.361
10 H -0.552 1.488 0.075  0.200
11 H 1.999 -0.167 -0.870  0.332
12 H 1.448 1.418 -0.349  0.285
13 H 2.429 -0.353 1.736  0.367
14 H 0.221 -1.148 2.651  0.391
15 H -1.050 -1.479 0.259  0.294
16 H -1.737 -0.175 1.238  0.345

Cartesian forces (eV/Å) of the 3 atoms listed first:
0.3 -0.1 0.0
0.4 -0.2 0.0
-1.0 0.2 -0.3

The spin multiplicity is 1. Its gap between HOMO and LUMO is 0.3777 hartree. Its SMILES is CC1CC=CC1. As for the LUMO energy: 1.21 eV. For the total energy, the calculation gives -6383.1416 eV.

=====

No. 2
This record from OMol25 describes a single C6H10 molecule. The level of theory is the ωB97M-V functional and the def2-TZVPD basis.

Each line ends with the Mulliken charge.
Element x y z (Å)
1 C -0.704 -1.140 1.446  -1.295
2 C -0.346 -0.206 0.305  0.777
3 C -0.301 1.328 0.160  -0.671
4 C 1.067 1.173 -0.718  -0.804
5 C 0.894 -0.305 -0.558  -0.250
6 C -0.428 -0.703 -1.118  -0.719
7 H -0.353 -2.156 1.207  0.300
8 H -1.782 -1.229 1.641  0.298
9 H -0.218 -0.838 2.378  0.309
10 H -1.233 1.761 -0.233  0.300
11 H 0.303 1.996 0.729  0.307
12 H 1.962 1.527 -0.159  0.312
13 H 1.107 1.632 -1.708  0.297
14 H 1.689 -1.006 -0.358  0.365
15 H -0.536 -1.767 -1.292  0.278
16 H -0.902 -0.067 -1.869  0.195

Cartesian forces (eV/Å) of the 3 atoms listed first:
0.1 0.2 0.0
0.2 0.0 0.0
0.9 0.2 -1.2

The spin multiplicity is 1. Its gap between HOMO and LUMO is 0.3841 hartree. Its SMILES is C[C@@]12CC[C@@H]1C2. As for the LUMO energy: 1.17 eV. For the total energy, the calculation gives -6381.6334 eV.

=====

No. 3
This record from OMol25 describes a molecular structure, C6H10. The level of theory is the ωB97M-V functional and the def2-TZVPD basis.

Each line ends with the Mulliken charge.
Element x y z (Å)
1 C 2.071 0.420 0.177  -0.995
2 C 0.978 -0.600 0.446  -0.682
3 C -0.687 -0.297 -0.673  -0.285
4 C -1.752 -1.182 -0.070  -1.165
5 C -0.952 1.100 -0.586  -0.554
6 C -1.248 2.266 -0.452  0.258
7 H 2.570 0.271 -0.790  0.309
8 H 1.645 1.425 0.191  0.282
9 H 2.856 0.374 0.945  0.329
10 H 1.345 -1.637 0.328  0.369
11 H 0.467 -0.496 1.386  0.409
12 H 0.325 -0.683 -0.887  0.338
13 H -2.028 -0.844 0.939  0.290
14 H -2.680 -1.190 -0.657  0.363
15 H -1.397 -2.210 -0.020  0.316
16 H -1.512 3.285 -0.278  0.418

Cartesian forces (eV/Å) of the 3 atoms listed first:
-0.3 0.1 0.0
-0.3 0.3 0.6
1.1 0.0 1.5

The spin multiplicity is 1. Its gap between HOMO and LUMO is 0.3255 hartree. As for the LUMO energy: 1.09 eV. For the total energy, the calculation gives -6379.2163 eV.

=====

No. 4
This record from OMol25 describes a single C6H10 molecule. The level of theory is the ωB97M-V functional and the def2-TZVPD basis.

Each line ends with the Mulliken charge.
Element x y z (Å)
1 C 1.823 -0.428 0.378  -1.432
2 C 0.686 0.039 -0.542  0.475
3 C 0.052 1.285 -0.008  -0.599
4 C -1.233 1.187 0.305  -0.272
5 C -1.848 -0.155 0.007  -0.560
6 C -0.472 -0.992 -0.613  -0.975
7 H 1.411 -0.689 1.360  0.368
8 H 2.563 0.367 0.522  0.380
9 H 2.345 -1.307 -0.018  0.327
10 H 1.125 0.258 -1.531  0.325
11 H 0.631 2.193 0.105  0.397
12 H -1.803 2.058 0.629  0.376
13 H -2.034 -0.790 0.873  0.220
14 H -2.905 0.060 -0.308  0.340
15 H -0.308 -1.611 -1.526  0.362
16 H -0.332 -1.725 0.187  0.268

Cartesian forces (eV/Å) of the 3 atoms listed first:
0.1 0.0 0.0
-0.1 0.0 0.1
0.0 0.2 0.1

The spin multiplicity is 1. Its gap between HOMO and LUMO is 0.3735 hartree. Its SMILES is C[C@@H]1C=CCC1. As for the LUMO energy: 1.17 eV. For the total energy, the calculation gives -6382.5862 eV.

=====

No. 5
This record from OMol25 describes a single C6H10 molecule. The level of theory is the ωB97M-V functional and the def2-TZVPD basis.

Each line ends with the Mulliken charge.
Element x y z (Å)
1 C -2.313 -0.268 0.259  -1.248
2 C -0.881 -0.296 -0.256  -0.302
3 C -0.068 0.919 0.238  -0.550
4 C 1.313 0.892 -0.316  -0.272
5 C 2.219 -0.117 -0.193  -0.080
6 C 2.298 -1.127 0.796  -0.597
7 H -2.326 -0.241 1.354  0.324
8 H -2.868 -1.156 -0.064  0.346
9 H -2.848 0.616 -0.107  0.317
10 H -0.365 -1.200 0.091  0.302
11 H -0.873 -0.334 -1.354  0.317
12 H -0.570 1.844 -0.071  0.352
13 H -0.031 0.887 1.335  0.312
14 H 2.895 -0.094 -1.046  0.291
15 H 1.586 1.672 -1.026  0.303
16 H 2.832 -1.996 0.360  0.186

Cartesian forces (eV/Å) of the 3 atoms listed first:
-0.1 0.0 0.0
0.0 -0.1 0.0
0.0 0.0 0.1

The spin multiplicity is 1. Its gap between HOMO and LUMO (alpha / beta) is 0.2855 / 0.2718 hartree. As for the LUMO energy (alpha / beta): -0.79 / -0.74 eV. For the total energy, the calculation gives -6379.6904 eV.

=====

No. 6
This record from OMol25 describes a single C6H10 molecule. The level of theory is the ωB97M-V functional and the def2-TZVPD basis.

Each line ends with the Mulliken charge.
Element x y z (Å)
1 C 1.746 -0.438 0.732  -1.210
2 C 0.458 -1.117 0.276  -0.500
3 C -1.772 -0.578 -0.643  -0.675
4 C -1.800 0.785 0.025  -0.306
5 C -0.471 1.164 -0.657  -0.791
6 C -0.278 -0.355 -0.855  0.340
7 H 2.282 -1.072 1.443  0.383
8 H 1.543 0.513 1.234  0.311
9 H 2.415 -0.231 -0.109  0.301
10 H 0.673 -2.124 -0.096  0.338
11 H -0.194 -1.257 1.147  0.271
12 H -2.708 1.388 -0.077  0.339
13 H -1.648 0.616 1.101  0.205
14 H 0.270 1.732 -0.089  0.283
15 H -0.632 1.670 -1.611  0.259
16 H 0.115 -0.695 -1.820  0.451

Cartesian forces (eV/Å) of the 3 atoms listed first:
0.1 0.1 0.0
0.0 -0.1 0.1
0.3 0.2 0.1

The spin multiplicity is 1. Its gap between HOMO and LUMO is 0.3090 hartree. As for the LUMO energy: 0.12 eV. For the total energy, the calculation gives -6379.7415 eV.

=====

No. 7
This record from OMol25 describes 2 unconnected molecules or ions with the total composition C6H10. The level of theory is the ωB97M-V functional and the def2-TZVPD basis.

Each line ends with the Löwdin spin population.
Element x y z (Å)
1 C -0.612 -0.026 -1.258  0.016
2 C -1.449 -0.462 2.310  0.884
3 C 0.618 0.859 -1.586  0.002
4 C 0.819 -0.486 -0.962  0.002
5 C -1.904 0.613 2.084  0.915
6 C 1.336 -0.433 0.401  0.015
7 H -1.391 -1.377 2.824  0.064
8 H 0.977 1.001 -2.583  0.000
9 H 0.700 1.770 -1.037  0.000
10 H 1.066 -1.363 -1.531  0.000
11 H -1.220 0.137 -0.369  0.017
12 H -1.041 -0.371 -2.152  0.000
13 H -2.375 1.316 1.425  0.074
14 H 1.095 0.551 0.871  0.000
15 H 2.382 -0.557 0.414  0.001
16 H 0.999 -1.173 1.147  0.008

Cartesian forces (eV/Å) of the 3 atoms listed first:
2.1 0.8 0.6
4.3 -11.1 -0.1
-0.8 -0.7 -0.1

The spin multiplicity is 3. Its gap between HOMO and LUMO (alpha / beta) is 0.2528 / 0.2581 hartree. As for the LUMO energy (alpha / beta): 1.27 / -2.89 eV. For the total energy, the calculation gives -6374.9033 eV.

=====

No. 8
This record from OMol25 describes a single C6H10BNS molecule. The level of theory is the ωB97M-V functional and the def2-TZVPD basis.

Each line ends with the Mulliken charge.
Element x y z (Å)
1 B -0.246 0.183 -0.178  0.136
2 C 0.729 -1.511 1.316  -0.747
3 C 1.584 -2.358 0.783  -0.066
4 C 1.825 -2.429 -0.621  -0.251
5 C 1.589 -1.672 -1.664  -0.091
6 C -1.178 2.254 -0.854  -0.853
7 C -1.664 1.633 1.368  -0.854
8 N -0.927 1.273 0.201  0.254
9 S 0.564 -0.232 -1.730  -0.272
10 H 0.361 -1.445 2.331  0.285
11 H 1.955 -3.116 1.432  0.332
12 H 2.638 -3.188 -0.912  0.160
13 H 1.983 -1.853 -2.770  0.209
14 H -2.274 2.387 -0.896  0.303
15 H -0.732 3.211 -0.573  0.307
16 H -0.785 1.824 -1.898  0.233
17 H -1.293 2.569 1.699  0.283
18 H -2.635 1.738 1.009  0.341
19 H -1.495 0.731 1.957  0.292

Cartesian forces (eV/Å) of the 3 atoms listed first:
3.2 -4.3 2.1
-2.4 3.4 -1.7
-1.5 0.4 0.5

The spin multiplicity is 1. Its gap between HOMO and LUMO is 0.3180 hartree. As for the LUMO energy: 0.62 eV. For the total energy, the calculation gives -19382.4111 eV.

=====

No. 9
This record from OMol25 describes a gas-phase ion, C6H10BO5 (charge -1). The level of theory is the ωB97M-V functional and the def2-TZVPD basis.

Each line ends with the Mulliken charge.
Element x y z (Å)
1 B -2.219 -0.500 -0.778  1.083
2 C -0.141 -2.356 1.606  -0.921
3 C -0.131 -1.827 0.396  0.159
4 C -0.567 -2.376 -0.903  0.520
5 C 0.061 0.913 -0.943  -0.412
6 C 1.498 0.923 -0.156  -0.409
7 C -0.991 0.350 -0.115  -0.741
8 O -1.662 -1.761 -1.340  -0.577
9 O 0.091 -3.155 -1.579  -0.687
10 O -2.854 0.244 -1.919  -0.791
11 O -3.113 -0.851 0.369  -0.735
12 O 1.658 1.762 0.973  -0.569
13 H 0.068 -1.977 2.501  0.382
14 H -0.170 -3.502 1.720  0.185
15 H 0.161 0.295 -1.952  0.194
16 H -0.146 1.910 -1.125  0.437
17 H 2.349 1.002 -0.877  0.342
18 H 1.419 -0.101 0.168  0.260
19 H -1.196 0.586 0.859  0.485
20 H -3.612 -0.203 -2.270  0.218
21 H -3.479 -1.701 0.130  0.241
22 H 0.811 1.689 1.560  0.337

Cartesian forces (eV/Å) of the 3 atoms listed first:
-0.5 0.6 0.5
0.0 -4.1 -3.5
-1.8 2.6 0.2

The spin multiplicity is 1. Its gap between HOMO and LUMO (alpha / beta) is 0.2882 / 0.2882 hartree. As for the LUMO energy (alpha / beta): 3.42 / 3.42 eV. For the total energy, the calculation gives -17298.4819 eV. The total charge is -1.

=====

No. 10
This record from OMol25 describes a gas-phase ion, C6H10Br2N3 (charge +1). The level of theory is the ωB97M-V functional and the def2-TZVPD basis.

Each line ends with the Mulliken charge.
Element x y z (Å)
1 C -1.000 -3.237 1.161  -1.239
2 C -1.011 -1.894 0.428  0.617
3 Br 0.177 -1.625 -1.113  -0.113
4 C -1.600 -0.821 1.048  -0.668
5 C -1.844 0.392 0.260  0.212
6 Br -3.932 0.640 -0.054  -0.168
7 C -1.205 1.245 -0.505  -0.376
8 N 0.159 1.606 -0.606  -0.161
9 C 1.199 1.352 0.128  -0.038
10 N 2.433 1.612 -0.214  0.167
11 N 2.692 2.047 -1.504  -0.651
12 H -0.065 -3.311 1.721  0.297
13 H -0.944 -3.956 0.345  0.372
14 H -1.825 -3.448 1.772  0.449
15 H -2.185 -1.126 1.920  0.379
16 H -1.764 1.969 -1.007  0.387
17 H 0.382 2.032 -1.492  0.250
18 H 0.941 1.025 1.088  0.469
19 H 3.181 1.785 0.429  0.262
20 H 2.556 1.307 -2.321  0.275
21 H 3.656 2.407 -1.484  0.280

Cartesian forces (eV/Å) of the 3 atoms listed first:
2.2 0.6 -2.6
0.2 1.3 2.2
-1.0 -0.7 1.0

The spin multiplicity is 1. Its gap between HOMO and LUMO is 0.3228 hartree. Its SMILES is C/C(Br)=C/C(Br)=C\N/C=[NH+]\N. As for the LUMO energy: -3.73 eV. For the total energy, the calculation gives -150929.8797 eV. The total charge is +1.

=====

No. 11
This record from OMol25 describes a molecular structure, C6H10Br3NOS. The level of theory is the ωB97M-V functional and the def2-TZVPD basis.

Each line ends with the Mulliken charge.
Element x y z (Å)
1 C -0.984 -0.632 -0.395  -0.670
2 C -1.028 0.870 -0.705  -0.740
3 C -0.025 -0.821 0.755  -0.604
4 C 0.374 1.509 -0.924  -0.971
5 C 1.319 -0.273 0.319  -0.606
6 C 5.041 -1.729 1.165  -0.061
7 N 1.319 1.180 0.149  0.023
8 O 3.267 1.913 1.355  -0.466
9 S 2.463 2.365 0.259  0.482
10 Br 5.803 -0.164 1.684  0.059
11 Br 4.478 -1.755 -0.606  0.004
12 Br 3.583 1.995 -1.688  -0.250
13 H -2.025 -0.717 -0.254  0.331
14 H -0.817 -1.131 -1.363  0.289
15 H -1.469 1.147 -1.669  0.365
16 H -1.374 1.383 0.215  0.305
17 H -0.362 -0.366 1.667  0.366
18 H 0.103 -1.961 1.007  0.258
19 H 0.846 1.092 -1.834  0.521
20 H 0.279 2.553 -1.034  0.506
21 H 2.054 -0.479 1.014  0.500
22 H 1.480 -0.720 -0.617  0.359

Cartesian forces (eV/Å) of the 3 atoms listed first:
-0.4 2.0 -1.4
2.4 1.3 0.2
0.1 -2.7 -0.1

The spin multiplicity is 1. Its gap between HOMO and LUMO is 0.2906 hartree. As for the LUMO energy: -0.95 eV. For the total energy, the calculation gives -230880.1608 eV.

=====

No. 12
This record from OMol25 describes a molecular structure, C6H10BrN. The level of theory is the ωB97M-V functional and the def2-TZVPD basis.

Each line ends with the Mulliken charge.
Element x y z (Å)
1 C 1.717 -0.264 0.104  0.541
2 C 0.822 -1.105 -0.635  -0.914
3 C -0.580 -0.611 -1.076  -0.436
4 C -1.376 -0.090 0.123  -0.703
5 C -0.677 0.994 0.966  -0.555
6 C 0.615 0.537 1.481  -0.470
7 N 2.868 0.006 0.035  -0.641
8 Br 0.454 -1.030 2.703  -0.184
9 H 1.318 -1.449 -1.545  0.382
10 H 0.642 -2.092 -0.189  0.384
11 H -0.316 0.284 -1.740  0.272
12 H -1.175 -1.467 -1.554  0.289
13 H -2.272 0.282 -0.267  0.358
14 H -1.622 -0.998 0.713  0.352
15 H -0.556 1.859 0.374  0.345
16 H -1.275 1.440 1.866  0.228
17 H 1.196 1.198 2.130  0.467
18 H 3.455 0.476 0.753  0.285

Cartesian forces (eV/Å) of the 3 atoms listed first:
-6.1 2.5 4.6
-1.2 -2.8 -2.6
1.1 1.4 0.1

The spin multiplicity is 1. Its gap between HOMO and LUMO is 0.3402 hartree. As for the LUMO energy: 0.91 eV. For the total energy, the calculation gives -77914.6843 eV.